9
Properties=species:S:1:pos:R:3 method="wB97M-V/def2-TZVPD" e_tot_ha=-512.688283 gap_ev=10.03 lumo_energy_ev=-0.15 total_charge=0 homo_energy_ev=-10.18
C 1.829 0.036 0.086
C -0.729 -0.168 -0.448
C 0.677 0.564 0.677
N 2.725 -0.398 -0.485
P -2.168 -0.503 0.230
H -0.551 -0.342 -1.415
H 0.196 -0.062 1.492
H 0.666 1.683 0.929
H -2.646 -0.810 -1.065

9
Properties=species:S:1:pos:R:3 method="wB97M-V/def2-TZVPD" e_tot_ha=-569.347530 gap_ev=9.50 lumo_energy_ev=-6.86 total_charge=+1 homo_energy_ev=-16.36
C 0.680 -0.507 0.000
C -1.371 -1.246 -0.001
C -0.013 0.797 0.000
N -0.078 -1.548 0.000
S -1.771 0.385 0.000
H 1.754 -0.609 0.001
H -2.114 -2.029 0.000
H 0.240 1.409 0.873
H 0.240 1.409 -0.874

9
Properties=species:S:1:pos:R:3 method="wB97M-V/def2-TZVPD" e_tot_ha=-569.227581 gap_ev=8.90 lumo_energy_ev=-7.02 total_charge=+1 homo_energy_ev=-15.92
C -0.892 0.415 -0.236
C 1.084 0.942 0.199
C -0.444 -0.998 -0.040
N -0.087 1.474 -0.048
S -2.336 -0.301 0.110
H 1.884 1.587 0.618
H 1.310 0.036 -0.324
H -0.327 -1.483 -1.110
H -0.194 -1.674 0.830

9
Properties=species:S:1:pos:R:3 method="wB97M-V/def2-TZVPD" e_tot_ha=-569.310806 gap_ev=9.65 lumo_energy_ev=-6.78 total_charge=+1 homo_energy_ev=-16.43
C -0.488 -0.871 0.312
C -0.723 1.352 -0.055
C 0.943 -0.506 -0.028
N -1.403 0.055 0.335
S 0.911 1.337 -0.327
H -0.595 -1.911 0.258
H -1.347 2.218 -0.214
H 1.749 -0.589 0.630
H 0.953 -1.086 -0.911

10
Properties=species:S:1:pos:R:3 method="wB97M-V/def2-TZVPD" s_squared=3.77 e_tot_ha=-828.210671 gap_ev="6.79 / 6.96" lumo_energy_ev="-6.10 / -5.92" total_charge=+1 multiplicity=4 homo_energy_ev="-12.89 / -12.88"
C 1.254 -1.464 -0.390
C 2.189 -1.041 -1.263
O -2.404 0.743 -0.124
C -2.917 1.571 0.655
O -1.920 1.803 1.656
H 1.018 -2.536 -0.498
H 2.833 -1.719 -1.840
H -2.132 2.536 2.241
Nd -0.387 0.074 0.885
H 2.465 0.034 -1.323

11
Properties=species:S:1:pos:R:3 method="wB97M-V/def2-TZVPD" s_squared=3.76 e_tot_ha=-1850.155613 gap_ev="7.86 / 7.43" lumo_energy_ev="-5.27 / -6.46" total_charge=+1 multiplicity=4 homo_energy_ev="-13.13 / -13.90"
H -2.128 -0.922 -1.102
O -0.101 -0.877 -0.111
Ni 2.059 -0.776 0.988
C -1.394 -1.109 0.104
C -2.219 0.130 -0.124
H -1.598 -1.655 1.036
H -2.351 0.674 0.822
H -3.283 -0.001 -0.355
O 1.382 0.829 -0.013
C 0.319 0.807 -0.576
O -0.737 1.430 -0.656

Repeat the second record exactly.
9
Properties=species:S:1:pos:R:3 method="wB97M-V/def2-TZVPD" e_tot_ha=-569.347530 gap_ev=9.50 lumo_energy_ev=-6.86 total_charge=+1 homo_energy_ev=-16.36
C 0.680 -0.507 0.000
C -1.371 -1.246 -0.001
C -0.013 0.797 0.000
N -0.078 -1.548 0.000
S -1.771 0.385 0.000
H 1.754 -0.609 0.001
H -2.114 -2.029 0.000
H 0.240 1.409 0.873
H 0.240 1.409 -0.874